# 1
Entry from the OMol25 dataset: a structure of composition C18H20N11O2Pd at a distorted geometry (the ωB97M-V functional and the def2-TZVPD basis).

Geometry (Å):
1 Pd -0.277390 0.198567 -0.470888
2 O -3.581004 -1.250809 -2.689864
3 C -2.752302 -0.920680 -1.848557
4 N -1.570915 -0.367650 -2.091547
5 C -1.194485 -0.156919 -3.465855
6 C 0.072996 0.634578 -3.589210
7 C 0.673430 0.808603 -4.835958
8 C 1.813520 1.580869 -4.944452
9 C 2.326183 2.171291 -3.795448
10 C 1.678092 1.943163 -2.596337
11 N 0.591328 1.181932 -2.486206
12 C -2.988109 -1.162230 -0.368162
13 C -3.942841 -2.078040 0.060995
14 C -4.113739 -2.274522 1.420878
15 C -3.342772 -1.534243 2.304346
16 C -2.411455 -0.643070 1.796146
17 N -2.235341 -0.481955 0.492818
18 H -2.008037 0.373451 -3.986434
19 H -1.075836 -1.121112 -3.983478
20 H 0.237764 0.337739 -5.702798
21 H 2.292541 1.725448 -5.901583
22 H 3.208330 2.791119 -3.829594
23 H 2.039512 2.391918 -1.679872
24 H -4.504329 -2.628595 -0.677349
25 H -4.832190 -2.992186 1.787562
26 H -3.451704 -1.650656 3.368406
27 H -1.793544 -0.029955 2.438380
28 N -0.027123 -3.169054 3.167720
29 N 0.061211 -2.920569 1.844737
30 N -0.518130 -3.673044 0.949404
31 C -0.271732 -3.022414 -0.174589
32 N 0.447588 -1.914786 0.051831
33 N 0.651597 -1.865921 1.350111
34 H -0.308394 -4.128713 3.335177
35 H 0.817637 -2.908208 3.662098
36 H -0.589713 -3.356285 -1.137682
37 C 0.561217 3.279734 3.600304
38 N 1.351174 2.551060 2.632697
39 C 2.692125 2.465404 2.696869
40 C 3.405017 1.670823 1.853315
41 C 2.671177 0.920956 0.892415
42 N 1.365739 1.096078 0.781324
43 C 0.657664 1.875135 1.630399
44 O -0.558380 1.942354 1.538125
45 N 3.234329 0.036186 0.064811
46 H 1.211395 3.803930 4.295208
47 H -0.071589 2.578118 4.146166
48 H -0.089718 3.985220 3.084175
49 H 3.175200 3.045755 3.468030
50 H 4.477336 1.599841 1.909003
51 H 4.190515 -0.253510 0.169711
52 H 2.606156 -0.484144 -0.537298

Cartesian forces (eV/Å) of the 6 atoms listed first:
-0.8182 0.8105 -3.7525
0.1768 -0.0452 0.1452
-0.4151 -0.3238 0.3738
1.5177 0.5210 1.7553
-0.0738 -0.0014 -0.1142
-0.1140 -0.0824 -0.1734

Results
orbital gap (alpha / beta) = 7.420 / 7.446 eV
LUMO energy (alpha / beta) = -3.691 / -3.632 eV
max |F| = 3.93 eV/A
E_HOMO (alpha / beta) = -11.111 / -11.079 eV
total charge = +1

Atom charges from the Löwdin analysis, given in e for atoms 1 to 6: Pd 0.982; O 0.057; C -0.520; N -0.042; C -0.156; C -0.247

=====

# 2
Entry from the OMol25 dataset: the molecule C18H20N2OS2 at a distorted geometry (the ωB97M-V functional and the def2-TZVPD basis).

Geometry (Å):
1 C 0.124721 -5.449840 0.096405
2 C -1.172683 -4.688899 -0.421573
3 S -0.681641 -3.313432 -1.549320
4 C -1.775460 -1.845825 -1.219115
5 C -0.938162 -0.654954 -0.645654
6 C 0.385302 -0.394605 -1.199368
7 C 1.243467 0.720097 -0.764005
8 C 0.708304 1.578758 0.279983
9 C -0.603443 1.378133 0.895896
10 C -1.422701 0.255432 0.405844
11 C -2.836774 0.094199 1.043227
12 C -3.810357 1.102447 0.284458
13 C -4.607843 2.041751 1.245399
14 N -5.503535 2.982645 0.597365
15 O -4.520550 2.013534 2.453304
16 S 1.703981 2.991379 0.867397
17 C 3.391046 2.462795 0.400590
18 C 4.573521 3.016340 1.076422
19 C 5.931064 2.648940 0.730281
20 C 6.109332 1.642816 -0.328115
21 C 4.941127 1.096012 -0.988259
22 C 3.554850 1.477946 -0.658877
23 N 2.511149 0.863041 -1.451419
24 H 0.907242 -5.532911 -0.699764
25 H -0.182807 -6.495937 0.381801
26 H 0.538498 -4.979664 1.028810
27 H -1.793646 -5.419058 -0.997096
28 H -1.723577 -4.244533 0.451758
29 H -2.151566 -1.534517 -2.235183
30 H -2.633897 -2.140021 -0.569402
31 H 0.764446 -1.051230 -2.016477
32 H -1.032043 2.038407 1.682805
33 H -3.240813 -0.937442 0.900713
34 H -2.776642 0.299499 2.140240
35 H -3.165436 1.773641 -0.350771
36 H -4.484269 0.566736 -0.440214
37 H -6.130780 3.319695 1.335434
38 H -6.035923 2.405398 -0.067692
39 H 4.430962 3.777072 1.873697
40 H 6.850335 3.064357 1.191799
41 H 7.113894 1.298803 -0.678206
42 H 5.097718 0.341218 -1.794458
43 H 2.343589 1.431776 -2.288660

Cartesian forces (eV/Å) of the 6 atoms listed first:
-0.6930 -0.1886 0.2172
0.4834 -0.2118 0.5349
-0.2691 -0.0677 0.1610
0.4567 0.5861 -0.0974
1.1130 1.7418 0.8385
-0.3789 1.2373 1.0616

Results
orbital gap = 8.310 eV
LUMO energy = 0.566 eV
max |F| = 3.48 eV/A
E_HOMO = -7.744 eV
SMILES = CCSCc1cc2c(cc1CCC(N)=O)Sc1ccccc1N2

Atom charges from the Löwdin analysis, given in e for atoms 1 to 6: C -0.180; C -0.531; S 0.831; C -0.416; C -0.207; C 0.008

=====

# 3
Entry from the OMol25 dataset: the molecule C18H20N4O4 at a distorted geometry (the ωB97M-V functional and the def2-TZVPD basis).

Geometry (Å):
1 C -0.896433 4.615351 -1.359931
2 O -1.219314 3.280638 -1.703500
3 C -1.090990 2.974045 -3.047923
4 O -0.755262 3.746703 -3.934903
5 C -1.377553 1.620317 -3.632167
6 C -2.431509 1.445177 -4.696943
7 C -3.726712 1.364154 -3.846092
8 C -3.340835 0.792482 -2.501045
9 N -1.911902 0.806816 -2.523973
10 C -1.156182 0.126797 -1.539790
11 O 0.036334 0.080408 -1.581485
12 C -1.765779 -0.652590 -0.373558
13 N -0.836612 -1.357038 0.588226
14 C -1.175411 -2.423349 1.371953
15 O -2.109383 -3.129206 1.110054
16 N -0.249275 -3.101357 2.155798
17 C 1.061191 -2.755494 2.635208
18 C 1.698021 -3.674019 3.449394
19 C 3.041385 -3.442721 3.888088
20 C 3.678656 -2.193570 3.746705
21 C 4.850747 -1.742426 4.376783
22 N 5.444528 -0.592479 4.135788
23 C 4.876360 0.258883 3.326675
24 C 3.691298 -0.079646 2.609181
25 C 3.064502 -1.275890 2.869955
26 C 1.742953 -1.553473 2.317279
27 H -1.485312 5.392115 -1.782803
28 H -0.975867 4.679044 -0.219626
29 H 0.141915 4.858413 -1.664637
30 H -0.465320 1.141656 -4.069819
31 H -2.257472 0.495405 -5.277994
32 H -2.517245 2.243029 -5.390456
33 H -4.608826 0.873302 -4.209382
34 H -3.958979 2.437623 -3.759514
35 H -3.837722 -0.235713 -2.342476
36 H -3.635873 1.488558 -1.690529
37 H -2.400315 -1.420917 -0.876786
38 H -2.374713 0.081447 0.187346
39 H 0.110656 -1.093441 0.520120
40 H -0.644953 -3.935328 2.626743
41 H 1.309874 -4.685846 3.447324
42 H 3.619127 -4.189648 4.386937
43 H 5.310713 -2.427965 5.170289
44 H 5.104198 1.321370 3.461716
45 H 3.175706 0.612758 1.965139
46 H 1.247582 -0.774378 1.678631

Cartesian forces (eV/Å) of the 6 atoms listed first:
1.8012 0.3597 2.0757
-0.3603 -1.1459 -2.3023
0.6149 1.9943 -2.2614
-0.0886 0.5938 1.9477
0.8827 -2.6218 2.1709
-1.3866 -1.6755 0.0478

Results
orbital gap = 8.121 eV
LUMO energy = -0.088 eV
max |F| = 3.95 eV/A
E_HOMO = -8.209 eV
SMILES = COC(=O)[C@@H]1CCCN1C(=O)CNC(=O)Nc1ccc2cnccc2c1
energy above the lowest of the compared OMol25 structures with the same formula, charge and spin = 329.5 kJ/mol

Atom charges from the Löwdin analysis, given in e for atoms 1 to 6: C -0.068; O -0.034; C -0.373; O 0.108; C -0.186; C -0.103